[1]
{
  "formula": "C13H26F2MgO10",
  "method": "ωB97M-V with the def2-TZVPD basis set",
  "total_energy_ha": -1662.94453,
  "multiplicity": 1,
  "e_above_lowest_kj_mol": 296.0,
  "gap_ev": 6.85,
  "lumo_energy_ev": -2.98,
  "symbols": ["Mg", "F", "F", "C", "C", "C", "O", "C", "H", "H", "H", "H", "H", "H", "H", "H", "C", "O", "C", "O", "O", "C", "H", "H", "H", "H", "H", "H", "C", "O", "C", "O", "O", "C", "H", "H", "H", "H", "H", "H", "C", "O", "C", "O", "O", "C", "H", "H", "H", "H", "H", "H"],
  "coordinates": [[0.19342, -0.07429, 0.58653], [0.65507, -1.00933, 3.39387], [-0.44802, 0.88742, -2.20166], [-0.57145, -6.13098, -0.98646], [-1.94734, -5.58359, -1.27993], [-1.66957, -4.07094, -1.65430], [-0.69033, -3.75251, -0.72894], [0.19213, -4.90692, -0.74952], [-0.22826, -6.68763, -1.85851], [-0.51395, -6.75434, -0.09414], [-2.63756, -5.71681, -0.44689], [-2.31193, -6.02465, -2.20763], [-2.53562, -3.44705, -1.43335], [-1.32389, -3.74072, -2.63388], [0.67768, -4.88775, 0.22617], [0.91014, -4.68540, -1.53914], [-5.18472, -1.48613, 2.94556], [-5.61410, -0.44215, 2.11711], [-4.76617, 0.41129, 1.41421], [-3.58376, 0.31123, 1.24561], [-5.44462, 1.44817, 0.93245], [-4.83679, 2.58091, 0.27028], [-4.54107, -1.14809, 3.75768], [-4.45241, -2.12356, 2.45007], [-6.02102, -2.06955, 3.33071], [-4.62205, 2.31239, -0.76407], [-3.84051, 2.89171, 0.58480], [-5.57506, 3.35814, 0.46766], [6.03674, 1.06959, -0.08301], [5.84559, 0.45569, -1.36431], [4.73878, -0.18972, -1.77075], [3.75840, -0.43586, -1.05695], [4.87528, -0.36067, -3.05752], [3.89895, -0.85867, -3.89003], [5.58048, 0.45641, 0.69412], [5.55747, 2.04856, -0.07963], [7.09280, 1.17432, 0.16573], [3.03305, -0.24334, -4.13436], [3.45239, -1.75150, -3.45239], [4.40282, -1.03806, -4.83978], [0.33838, 4.94321, 3.78331], [0.84355, 5.51550, 2.56387], [1.17560, 4.82100, 1.48883], [1.19022, 3.57685, 1.37696], [1.38897, 5.76090, 0.54019], [1.64273, 5.37593, -0.82747], [1.17744, 4.44774, 4.27178], [-0.29278, 4.08352, 3.55824], [-0.16816, 5.57124, 4.51617], [1.53957, 6.31557, -1.37018], [0.92590, 4.69356, -1.28421], [2.69761, 5.10936, -0.89286]],
  "mulliken_charge": [1.56, -0.74, -0.75, -0.41, -0.50, -0.50, -0.32, -0.49, 0.27, 0.25, 0.28, 0.30, 0.25, 0.32, 0.28, 0.27, -0.59, -0.29, 0.71, -0.55, -0.32, -0.62, 0.31, 0.25, 0.23, 0.31, 0.29, 0.22, -0.58, -0.31, 0.80, -0.62, -0.29, -0.62, 0.30, 0.25, 0.22, 0.32, 0.27, 0.23, -0.63, -0.29, 0.77, -0.62, -0.29, -0.65, 0.30, 0.28, 0.26, 0.23, 0.33, 0.28]
}

[2]
{
  "formula": "C13H26InN4O4S2Si",
  "method": "ωB97M-V with the def2-TZVPD basis set",
  "total_energy_ha": -2306.82280,
  "multiplicity": 1,
  "charge": 1,
  "e_above_lowest_kj_mol": 5.9,
  "gap_ev": 9.09,
  "lumo_energy_ev": -2.43,
  "symbols": ["In", "C", "Si", "C", "C", "C", "C", "C", "C", "N", "C", "S", "H", "H", "H", "H", "H", "H", "H", "H", "H", "H", "H", "H", "O", "N", "O", "C", "C", "S", "O", "C", "C", "H", "H", "H", "H", "H", "H", "H", "H", "H", "H", "N", "C", "N", "O", "H", "H", "H", "H"],
  "coordinates": [[-0.37543, -0.38772, -0.42833], [4.53132, -1.91157, 2.31422], [4.28468, -3.05297, 0.84801], [5.93095, -3.64454, 0.17899], [3.22322, -4.53277, 1.28949], [3.45176, -2.03968, -0.53698], [4.13774, -1.69867, -1.69821], [3.55632, -0.92093, -2.69603], [2.26058, -0.49817, -2.51749], [1.56898, -0.81911, -1.41727], [2.14280, -1.54984, -0.44332], [1.10815, -1.76824, 0.97064], [5.02640, -2.43770, 3.13279], [3.57829, -1.53624, 2.68876], [5.15488, -1.05587, 2.04651], [6.39401, -4.30981, 0.91051], [6.63232, -2.82769, -0.00227], [5.81892, -4.21334, -0.74631], [3.80378, -5.21146, 1.91844], [2.91962, -5.08987, 0.40122], [2.32780, -4.25376, 1.84434], [5.15636, -2.04216, -1.83456], [4.09762, -0.65674, -3.59256], [1.73920, 0.09861, -3.25499], [-2.34973, 0.25046, 0.34484], [-2.72422, 0.82305, -0.70495], [-1.88805, 0.77846, -1.62385], [3.27504, 1.57904, 0.95045], [2.49977, 2.87303, 0.75427], [1.25332, 2.63748, -0.52352], [0.30519, 1.61062, 0.08781], [0.35618, 4.18762, -0.37873], [-0.70512, 4.30717, -1.45717], [4.00847, 1.71260, 1.74412], [3.80636, 1.29282, 0.04092], [2.60686, 0.76538, 1.23872], [3.14066, 3.68806, 0.41160], [1.97577, 3.18297, 1.65952], [1.11210, 4.97358, -0.45128], [-0.06852, 4.19509, 0.62657], [-0.25835, 4.31182, -2.45113], [-1.24462, 5.24369, -1.32506], [-1.42241, 3.48972, -1.40054], [-1.29118, -3.96553, -0.22560], [-1.93595, -3.12618, -1.05076], [-3.14884, -3.46997, -1.50828], [-1.42122, -2.04502, -1.42695], [-1.74294, -4.77333, 0.16501], [-0.43718, -3.63154, 0.20164], [-3.57829, -4.35316, -1.30031], [-3.59177, -2.85340, -2.16663]],
  "mulliken_charge": [1.63, -0.96, 0.07, -1.17, -0.98, 0.40, 0.03, -1.00, -0.42, -0.37, -0.09, -0.46, 0.42, 0.31, 0.29, 0.34, 0.33, 0.36, 0.36, 0.35, 0.31, 0.44, 0.45, 0.58, -0.43, 0.32, -0.45, -0.88, -0.77, 0.55, -0.61, -0.53, -1.09, 0.48, 0.29, 0.12, 0.50, 0.41, 0.44, 0.33, 0.33, 0.38, 0.24, -0.27, 0.75, -0.41, -0.63, 0.20, 0.09, 0.17, 0.25]
}

[3]
{
  "formula": "C13H26MoO2S4SbSe6",
  "method": "ωB97M-V with the def2-TZVPD basis set",
  "total_energy_ha": -16971.34102,
  "multiplicity": 3,
  "charge": -1,
  "e_above_lowest_kj_mol": 123.2,
  "gap_ev": [5.98, 5.31],
  "lumo_energy_ev": [1.38, 0.67],
  "symbols": ["Mo", "C", "C", "S", "C", "C", "S", "C", "C", "S", "C", "C", "S", "H", "H", "H", "H", "H", "H", "H", "H", "H", "H", "H", "H", "H", "H", "H", "H", "O", "C", "C", "C", "O", "C", "Se", "C", "Se", "H", "H", "H", "H", "H", "H", "H", "H", "H", "H", "Se", "Sb", "Se", "Se", "Se"],
  "coordinates": [[-0.84732, -0.40392, -2.45673], [2.22056, -1.37291, 2.59592], [3.40317, -1.11034, 1.66094], [3.33833, 0.34138, 0.58559], [3.61689, 1.71047, 1.74709], [2.45306, 2.11391, 2.67042], [0.88000, 1.73564, 1.87094], [-0.24453, 2.34634, 3.14266], [-1.70152, 2.10276, 2.69152], [-2.02831, 0.68494, 1.61066], [-1.83089, -0.73091, 2.71864], [-0.41487, -1.16022, 3.10916], [0.65570, -1.69090, 1.74067], [2.05841, -0.50663, 3.23526], [2.47210, -2.22435, 3.23277], [3.52583, -1.93765, 0.95897], [4.31445, -1.05658, 2.26404], [3.86844, 2.53881, 1.08542], [4.50046, 1.47953, 2.34479], [2.50388, 3.18095, 2.89758], [2.53308, 1.56333, 3.61248], [-0.07946, 3.41408, 3.30558], [-0.05144, 1.82155, 4.08358], [-2.03183, 2.93546, 2.07233], [-2.35259, 2.03840, 3.56650], [-2.34844, -1.54093, 2.20458], [-2.37931, -0.51650, 3.64026], [-0.48924, -1.97452, 3.83305], [0.09604, -0.32161, 3.58057], [-3.15980, -4.35921, -3.12951], [-1.82502, -3.96308, -3.45489], [-0.84306, -4.26467, -2.32636], [-0.79485, -5.78762, -2.10268], [-0.25690, -6.53507, -3.19680], [-1.30319, -3.70215, -0.98685], [-2.05659, -1.89576, -0.94794], [0.56614, -3.79731, -2.67314], [0.91161, -1.91221, -3.15658], [-3.51553, -3.65146, -2.57541], [-1.80111, -2.91155, -3.72021], [-1.53308, -4.51349, -4.35357], [-1.80427, -6.13088, -1.86828], [-0.14978, -6.00458, -1.24979], [-0.88483, -6.48275, -3.92400], [-0.48942, -3.72370, -0.26290], [-2.11780, -4.31294, -0.59845], [0.95147, -4.37148, -3.51066], [1.21107, -3.97665, -1.81308], [-1.57227, 4.65545, -0.42607], [-1.11802, 3.47494, -2.49487], [0.35527, 1.34826, -1.59167], [-2.28161, 0.27249, -4.05352], [0.39269, 4.55185, -4.03325]],
  "mulliken_spin": [1.17, 0.00, 0.00, 0.00, 0.00, 0.00, 0.00, 0.00, 0.00, 0.00, 0.00, 0.00, 0.00, 0.00, 0.00, 0.00, 0.00, 0.00, 0.00, 0.00, 0.00, 0.00, 0.00, 0.00, 0.00, 0.00, 0.00, 0.00, 0.00, 0.00, 0.00, -0.03, 0.01, 0.00, 0.06, -0.05, 0.05, -0.05, 0.00, 0.01, 0.00, 0.00, 0.00, 0.00, 0.00, 0.00, 0.00, 0.00, 0.35, 0.21, -0.01, -0.10, 0.38]
}